1.
C8H10CrO5S as an isolated structure in a non-equilibrium geometry. Source: the OMol25 dataset; level of theory: ωB97M-V with the def2-TZVPD basis set.

```
25
Properties=species:S:1:pos:R:3:mulliken_spin:R:1
Cr 0.135 1.188 -0.542 3.922
C 0.224 2.004 1.142 -0.128
O 0.351 2.389 2.229 0.121
C 0.203 2.854 -1.436 -0.201
O 0.241 3.897 -1.947 0.158
C -1.725 0.882 -0.402 -0.126
O -2.830 0.595 -0.141 0.111
C 2.041 0.780 -0.372 -0.107
O 3.184 0.611 -0.354 0.094
C 0.130 -0.686 -1.942 0.035
H 1.046 -1.283 -1.815 0.006
H -0.812 -1.243 -1.817 0.006
C 0.163 0.494 -2.693 -0.080
H -0.749 0.900 -3.168 0.018
H 1.108 0.857 -3.138 0.014
C 0.016 -2.455 0.752 0.030
S 0.228 -0.718 1.136 0.074
C -0.961 -0.535 2.478 0.024
O 1.591 -0.591 1.737 0.024
H -1.041 -2.680 0.585 -0.001
H 0.395 -2.990 1.631 0.009
H 0.605 -2.709 -0.132 0.000
H -1.313 -1.547 2.707 0.002
H -0.428 -0.108 3.332 -0.001
H -1.800 0.094 2.173 -0.004
```

The expectation value of S² is 6.034. The HOMO energy (alpha / beta) is -16.10 / -17.62 eV. Its net charge is +2. The calculation puts the total energy at -57929.4663 eV. The value obtained for the energy relative to the best compared isomer or geometry (same formula, charge and spin) is 0.00 kJ/mol. The multiplicity is 5. The molar mass comes out at 270.2 g/mol.


2.
One molecule with the formula C8H10FNO2. Source: the OMol25 dataset; level of theory: ωB97M-V with the def2-TZVPD basis set.

```
22
Properties=species:S:1:pos:R:3:nbo_charge:R:1
N -3.048 -0.918 0.097 -0.840
C -2.556 0.391 0.534 -0.204
C -1.481 0.920 -0.411 -0.431
C -0.138 0.267 -0.272 -0.104
C 0.063 -1.124 -0.295 -0.201
C 1.336 -1.678 -0.151 -0.266
C 2.448 -0.870 0.002 0.249
O 3.687 -1.412 0.135 -0.660
C 2.284 0.514 0.026 0.197
O 3.400 1.292 0.177 -0.695
C 1.011 1.051 -0.113 0.325
F 0.942 2.407 -0.080 -0.341
H -3.584 -0.826 -0.765 0.352
H -3.701 -1.282 0.791 0.360
H -3.365 1.168 0.606 0.165
H -2.133 0.285 1.547 0.194
H -1.380 1.970 -0.254 0.225
H -1.863 0.855 -1.422 0.209
H -0.814 -1.767 -0.398 0.247
H 1.447 -2.775 -0.170 0.228
H 4.315 -0.682 0.228 0.493
H 3.132 2.212 0.186 0.499
```

The HOMO energy is -8.24 eV. Its net charge is 0. The calculation puts the total energy at -16760.6945 eV. The value obtained for the energy relative to the best compared isomer or geometry (same formula, charge and spin) is 0.00 kJ/mol. The molar mass comes out at 171.2 g/mol.


3.
An isolated ion of composition C8H10I2N3 and charge +1 in a non-equilibrium geometry. Source: the OMol25 dataset; level of theory: ωB97M-V with the def2-TZVPD basis set.

```
23
Properties=species:S:1:pos:R:3:nbo_charge:R:1
C -3.015 0.291 -2.453 -0.159
C -1.925 -0.097 -2.770 -0.067
C -0.532 -0.539 -2.999 -0.519
C 0.352 0.151 -1.988 0.407
N 1.389 0.868 -2.127 -0.197
N 1.701 1.196 -0.843 -0.305
C 0.882 0.723 0.040 0.448
C 0.863 0.895 1.540 -0.429
I 2.869 0.850 2.329 0.211
C -0.140 -0.047 2.261 -0.342
C 0.353 -1.495 2.455 -0.655
I -0.680 0.846 4.144 0.183
N -0.022 0.026 -0.661 -0.508
H -3.825 0.804 -1.981 0.256
H -0.436 -1.620 -2.819 0.268
H -0.235 -0.375 -4.038 0.292
H 2.510 1.766 -0.629 0.458
H 0.507 1.920 1.712 0.283
H -1.036 -0.097 1.628 0.209
H -0.336 -1.977 3.161 0.249
H 0.252 -2.031 1.501 0.209
H 1.347 -1.576 2.900 0.242
H -0.841 -0.484 -0.363 0.466
```

The HOMO energy is -12.80 eV. Its net charge is +1. The calculation puts the total energy at -29121.2188 eV. The value obtained for the energy relative to the best compared isomer or geometry (same formula, charge and spin) is 66.45 kJ/mol. The molar mass comes out at 402.0 g/mol.


4.
A 3-piece molecular cluster, C8H10INO2 overall in a non-equilibrium geometry. Source: the OMol25 dataset; level of theory: ωB97M-V with the def2-TZVPD basis set.

```
22
Properties=species:S:1:pos:R:3:nbo_charge:R:1
C -0.067 2.573 0.259 -0.151
C -0.078 1.864 1.457 -0.155
C -0.590 2.026 -0.850 -0.171
C 0.216 0.569 1.695 -0.415
C 3.537 2.179 -0.939 1.055
C -0.961 0.631 -0.968 -0.344
C -0.812 -0.392 -0.132 0.478
C -0.383 -2.436 -1.238 -0.428
N -0.898 -1.674 -0.106 -0.535
O 4.344 1.908 -1.708 -0.502
O 2.731 2.601 -0.222 -0.561
I 3.274 -0.952 0.315 -0.897
H 0.123 3.624 0.278 0.241
H -0.663 2.371 2.255 0.225
H -1.059 2.518 -1.749 0.239
H 0.053 0.107 2.715 0.245
H -1.621 0.335 -1.859 0.256
H -0.844 -3.406 -1.178 0.221
H -0.728 -1.777 -2.045 0.203
H 0.762 -2.382 -1.226 0.275
H -0.805 -2.082 0.865 0.437
H 0.915 0.125 0.940 0.286
```

The HOMO energy is -7.00 eV. Its net charge is 0. The calculation puts the total energy at -22139.9775 eV. The value obtained for the energy relative to the best compared isomer or geometry (same formula, charge and spin) is 325.33 kJ/mol. The molar mass comes out at 279.1 g/mol.


5.
C8H10IO3S4Se2Ti as an isolated structure. Source: the OMol25 dataset; level of theory: ωB97M-V with the def2-TZVPD basis set.

```
29
Properties=species:S:1:pos:R:3:mulliken_spin:R:1
Ti -1.057 -0.637 0.914 1.061
O -4.194 -6.404 -1.526 0.000
C -3.706 -5.386 -1.074 0.000
S -3.837 -3.808 -1.834 -0.001
C -2.924 -2.897 -0.636 0.004
C -2.432 -3.592 0.404 0.010
S -1.567 -2.879 1.733 -0.019
S -2.773 -5.320 0.414 0.000
S -2.729 -1.175 -0.815 -0.019
O 2.887 3.507 0.593 0.000
C 2.394 2.719 -0.491 -0.007
C 1.434 1.636 0.015 -0.016
C 1.115 0.837 -1.257 0.013
O 0.162 -0.208 -1.121 -0.007
C 0.219 2.343 0.677 0.010
Se -1.608 1.834 0.108 -0.013
C 2.198 0.767 1.020 0.009
Se 1.411 -0.971 1.552 -0.030
H 3.438 4.203 0.228 0.000
H 3.234 2.244 -1.018 0.001
H 1.858 3.359 -1.205 0.000
H 2.043 0.375 -1.609 0.002
H 0.761 1.527 -2.030 0.001
H -0.694 0.136 -1.437 -0.001
H 0.287 3.417 0.505 0.009
H 0.246 2.186 1.755 0.006
H 2.354 1.344 1.929 -0.001
H 3.184 0.532 0.605 0.000
I -1.705 0.312 3.599 -0.008
```

The expectation value of S² is 0.758. The HOMO energy (alpha / beta) is -1.33 / -1.35 eV. Its net charge is -2. The calculation puts the total energy at -219855.6132 eV. The value obtained for the energy relative to the best compared isomer or geometry (same formula, charge and spin) is 0.00 kJ/mol. The multiplicity is 2. The molar mass comes out at 615.1 g/mol.


6.
A 2-piece molecular cluster, C8H10N2 overall in a non-equilibrium geometry. Source: the OMol25 dataset; level of theory: ωB97M-V with the def2-TZVPD basis set.

```
20
Properties=species:S:1:pos:R:3:nbo_charge:R:1
C 0.289 -1.042 3.683 -0.063
C 1.367 -1.558 2.929 -0.144
C 0.265 0.031 1.929 0.498
C -0.450 1.396 0.000 0.094
C -1.275 1.305 -1.001 -0.074
C -0.032 2.210 -1.125 -0.437
C -2.480 0.882 -1.644 -0.658
C 2.224 -0.943 0.600 -0.396
N -0.346 -0.097 3.061 -0.526
N 1.332 -0.776 1.743 -0.420
H -0.115 -1.247 4.736 0.214
H 2.240 -2.084 3.159 0.214
H -0.182 3.245 -0.879 0.168
H 0.907 2.060 -1.599 0.181
H -3.130 1.573 -2.056 0.231
H -3.195 0.293 -0.916 0.236
H -2.342 0.170 -2.486 0.233
H 1.860 -1.035 -0.389 0.223
H 2.886 -0.094 0.589 0.210
H 2.885 -1.949 0.705 0.215
```

The HOMO energy (alpha / beta) is -8.65 / -8.64 eV. Its net charge is 0. The calculation puts the total energy at -11430.3416 eV. The value obtained for the energy relative to the best compared isomer or geometry (same formula, charge and spin) is 715.07 kJ/mol. The molar mass comes out at 134.2 g/mol.


7.
A 2-piece molecular cluster, C8H10N2O overall in a non-equilibrium geometry. Source: the OMol25 dataset; level of theory: ωB97M-V with the def2-TZVPD basis set.

```
21
Properties=species:S:1:pos:R:3:nbo_charge:R:1
C -2.835 0.077 0.831 -0.099
C -3.493 -0.927 0.215 -0.111
C -1.640 -0.496 -0.833 0.189
C 3.550 -0.604 -0.474 0.428
C 1.542 0.834 -0.909 0.129
C 2.306 0.081 -0.005 -0.341
C 0.742 1.957 -0.329 -0.789
C 1.914 -0.339 1.269 -0.251
N -1.702 0.365 0.087 -0.488
N -2.642 -1.377 -0.780 -0.518
O 4.456 -0.924 0.235 -0.519
H -2.921 0.749 1.626 0.221
H -4.443 -1.252 0.627 0.233
H 3.635 -0.749 -1.539 0.125
H 0.863 2.876 -0.978 0.255
H -0.142 1.297 -0.168 0.329
H 1.141 2.259 0.799 0.162
H 0.943 -0.048 1.651 0.205
H -0.965 -0.649 -1.571 0.199
H 2.532 -1.054 1.763 0.216
H -2.839 -2.075 -1.516 0.425
```

The HOMO energy (alpha / beta) is -8.01 / -8.02 eV. Its net charge is 0. The calculation puts the total energy at -13479.9167 eV. The value obtained for the energy relative to the best compared isomer or geometry (same formula, charge and spin) is 619.05 kJ/mol. The molar mass comes out at 150.2 g/mol.


8.
One molecule with the formula C8H10N2O2 in a non-equilibrium geometry. Source: the OMol25 dataset; level of theory: ωB97M-V with the def2-TZVPD basis set.

```
22
Properties=species:S:1:pos:R:3:nbo_charge:R:1
C 1.465 0.901 -0.665 -0.252
C 1.460 -0.553 -0.548 -0.165
C -0.903 2.074 -0.115 0.090
C 2.538 -1.316 -0.725 0.668
C 0.583 1.942 -0.539 0.176
C -0.529 -0.238 0.779 -0.064
C 0.084 -2.421 0.047 -0.437
C -2.831 0.829 0.452 -0.415
N 0.174 -1.015 -0.221 -0.434
N -1.407 0.926 0.238 -0.406
O 3.612 -1.776 -0.981 -0.436
O 1.263 3.196 -0.579 -0.682
H 2.594 1.276 -0.900 0.191
H -1.177 -0.840 1.336 0.210
H 0.294 0.388 1.271 0.220
H 0.312 -2.738 1.138 0.188
H -0.828 -2.856 -0.382 0.219
H 0.808 -3.082 -0.529 0.216
H -3.277 1.586 1.204 0.227
H -3.408 0.982 -0.505 0.223
H -3.105 -0.258 0.734 0.192
H 2.279 2.991 -0.510 0.470
```

The HOMO energy is -7.55 eV. Its net charge is 0. The calculation puts the total energy at -15526.9697 eV. The value obtained for the energy relative to the best compared isomer or geometry (same formula, charge and spin) is 679.15 kJ/mol. The molar mass comes out at 166.2 g/mol.


9.
C8H10N2O2S as an isolated structure in a non-equilibrium geometry. Source: the OMol25 dataset; level of theory: ωB97M-V with the def2-TZVPD basis set.

```
23
Properties=species:S:1:pos:R:3:nbo_charge:R:1
C 1.767 3.068 -0.931 -0.621
C 0.523 2.318 -0.900 -0.112
C -0.747 2.875 -1.245 -0.242
C -1.720 1.879 -1.561 -0.352
C 0.457 0.980 -0.606 -0.276
C 1.534 0.087 -0.054 0.049
C -0.112 -2.827 1.154 0.602
C -1.425 -3.080 1.363 -0.186
H 2.365 3.415 -2.173 0.253
H 2.848 2.492 -0.274 0.224
H 1.375 4.079 -0.285 0.237
H -0.957 3.992 -1.339 0.241
H -2.819 2.046 -1.876 0.258
H 2.595 0.696 0.295 0.231
H -0.637 -1.095 0.385 0.358
H -1.974 -3.431 0.354 0.252
H -2.097 -2.156 1.935 0.203
H -0.550 -4.521 2.539 0.507
N 1.398 -1.209 0.327 -0.232
N 0.042 -1.810 0.167 -0.479
O 0.712 -3.743 1.548 -0.563
O -1.495 -4.308 2.158 -0.744
S -1.080 0.255 -0.979 0.391
```

The HOMO energy is -8.90 eV. Its net charge is 0. The calculation puts the total energy at -26360.8501 eV. The value obtained for the energy relative to the best compared isomer or geometry (same formula, charge and spin) is 812.12 kJ/mol. The molar mass comes out at 198.2 g/mol.


10.
One molecule with the formula C8H10N2O3 in a non-equilibrium geometry. Source: the OMol25 dataset; level of theory: ωB97M-V with the def2-TZVPD basis set.

```
23
Properties=species:S:1:pos:R:3:nbo_charge:R:1
C 3.326 1.648 -0.769 -0.209
C 2.024 1.673 -1.059 0.009
C 2.195 0.026 0.446 -0.196
C 3.528 0.543 0.177 0.044
C 4.808 -0.170 0.353 0.799
C -0.947 -1.539 -0.083 -0.614
C -2.081 0.565 0.690 -0.050
C -0.715 -0.130 0.479 -0.125
N 1.325 0.705 -0.304 -0.036
N 0.053 0.663 -0.444 -0.321
O 4.551 0.692 1.279 -0.428
O 5.579 -0.966 -0.036 -0.516
O -2.027 1.810 1.351 -0.713
H 4.105 2.280 -1.143 0.244
H 1.461 2.303 -1.719 0.242
H 1.949 -0.803 1.071 0.231
H 0.000 -2.004 -0.352 0.213
H -1.450 -2.165 0.648 0.214
H -1.563 -1.475 -0.979 0.215
H -1.457 2.389 0.831 0.469
H -2.706 -0.075 1.317 0.180
H -2.559 0.677 -0.292 0.164
H -0.203 -0.200 1.452 0.184
```

The HOMO energy (alpha / beta) is -8.19 / -8.19 eV. Its net charge is 0. The calculation puts the total energy at -17576.7266 eV. The value obtained for the energy relative to the best compared isomer or geometry (same formula, charge and spin) is 466.81 kJ/mol. The molar mass comes out at 182.2 g/mol.


Which formula does entry 2 have?
C8H10FNO2